1.
Here is 2 unconnected molecules or ions with the total composition ClH3NOP from the OMol25 dataset. Energies are from ωB97M-V/def2-TZVPD.

For the lowest unoccupied orbital energy (spin up / spin down), the calculation gives 0.022 / -0.116 Eh. The value obtained for the relative energy (zero: lowest compared OMol25 entry of this formula, charge and spin) is 12.7 kcal/mol. For the frontier orbital gap (spin up / spin down), the calculation gives 7.0 / 7.9 eV.

The geometry in ORCA input format:
```
! RIJCOSX wB97M-V def2-TZVPD def2/J DEFGRID3
* xyz 0 3
N 1.059 -0.798 0.412
O 1.874 1.507 0.864
P 1.981 0.480 -0.121
Cl -3.711 0.490 -0.854
H 0.852 -1.375 -0.427
H 0.511 -0.744 1.333
H -2.565 0.439 -1.207
*
```



2.
Here is a molecular structure, C28H23HgN2O7S4 from the OMol25 dataset. Energies are from ωB97M-V/def2-TZVPD.

For the lowest unoccupied orbital energy (spin up / spin down), the calculation gives 0.150 / 0.150 Eh. The value obtained for the relative energy (zero: lowest compared OMol25 entry of this formula, charge and spin) is 2.6 kcal/mol. For the frontier orbital gap (spin up / spin down), the calculation gives 5.8 / 7.4 eV.

The geometry in ORCA input format:
```
! RIJCOSX wB97M-V def2-TZVPD def2/J DEFGRID3
* xyz -2 2
Hg -0.896 -2.144 0.818
C -2.584 1.266 3.087
C -2.945 0.768 1.713
C -2.193 1.152 0.608
C -2.510 0.700 -0.665
C -3.597 -0.143 -0.839
C -4.359 -0.546 0.249
C -4.027 -0.089 1.514
S -3.996 -0.739 -2.461
O -5.441 -0.796 -2.571
O -3.301 0.129 -3.390
N -3.304 -2.191 -2.475
C -4.043 -3.241 -2.867
C -5.059 -4.277 -1.358
O -5.406 -5.289 -1.905
O -5.052 -3.615 -0.365
H -1.503 1.328 3.219
H -2.989 0.611 3.859
H -2.987 2.268 3.254
H -1.331 1.793 0.745
H -1.910 0.984 -1.519
H -5.181 -1.233 0.098
H -4.607 -0.420 2.369
H -3.486 -4.132 -3.134
H -4.992 -3.085 -3.378
O 2.830 -4.727 -0.945
S 3.579 -3.627 -1.612
C 2.347 -2.492 -2.259
C 2.739 -1.286 -2.827
C 1.771 -0.422 -3.309
C 0.425 -0.765 -3.223
C 0.045 -1.973 -2.661
C 1.014 -2.849 -2.177
C 4.253 -2.547 -0.349
C 5.633 -2.417 -0.279
C 6.190 -1.587 0.685
C 5.362 -0.895 1.560
C 3.980 -1.029 1.484
C 3.423 -1.864 0.530
H 3.787 -1.007 -2.853
H 2.061 0.539 -3.715
H -0.340 -0.079 -3.565
H -1.008 -2.214 -2.573
H 0.745 -3.785 -1.707
H 6.260 -2.958 -0.979
H 7.266 -1.472 0.745
H 5.792 -0.228 2.297
H 3.331 -0.448 2.128
H 2.346 -1.945 0.445
O 0.739 2.336 4.664
S 1.718 2.696 3.665
O 3.004 3.124 4.163
N 1.869 1.549 2.531
C 1.467 1.955 1.334
S 1.470 1.062 -0.078
C 0.963 3.378 1.336
C 0.446 4.113 0.281
C 0.018 5.410 0.530
C 0.102 5.963 1.807
C 0.617 5.225 2.864
C 1.040 3.938 2.595
H 0.378 3.658 -0.698
H -0.397 6.000 -0.279
H -0.245 6.975 1.976
H 0.682 5.636 3.863
*
```